(1)
Below is a cluster of 10 separate species, C26H72O10 in total, with properties calculated with ωB97M-V/def2-TZVPD.

Element x y z (Å)
C -18.525 -5.613 -7.750
C -17.133 -5.120 -8.203
C -16.432 -6.074 -9.282
O -17.108 -3.828 -8.734
H -19.220 -5.783 -8.541
H -18.935 -4.809 -7.135
H -18.549 -6.404 -7.030
H -16.505 -5.043 -7.367
H -17.149 -6.334 -10.079
H -16.166 -7.040 -8.874
H -15.540 -5.618 -9.680
H -16.206 -3.473 -8.539
C -15.061 -4.659 -12.988
C -16.624 -4.821 -12.788
C -17.472 -3.825 -13.615
O -16.952 -6.162 -13.265
H -14.748 -3.673 -12.673
H -14.740 -4.779 -14.012
H -14.583 -5.376 -12.300
H -16.903 -4.769 -11.725
H -17.355 -4.063 -14.682
H -17.162 -2.805 -13.401
H -18.555 -3.994 -13.343
H -17.053 -6.112 -14.200
C -14.039 3.543 -9.645
C -13.684 2.182 -9.042
C -12.337 2.196 -8.310
O -14.811 1.883 -8.274
H -13.172 3.910 -10.199
H -14.281 4.246 -8.857
H -14.945 3.465 -10.254
H -13.465 1.470 -9.893
H -12.312 2.578 -7.265
H -11.713 2.908 -8.907
H -11.966 1.189 -8.364
H -14.754 1.008 -7.889
C -17.979 -0.948 -6.328
C -16.589 -0.543 -5.835
C -16.040 -1.455 -4.732
O -15.694 -0.487 -6.903
H -18.682 -1.017 -5.502
H -17.782 -2.005 -6.624
H -18.379 -0.375 -7.191
H -16.683 0.480 -5.461
H -16.066 -2.507 -4.986
H -16.575 -1.345 -3.790
H -14.981 -1.212 -4.613
H -15.435 -1.400 -7.043
C -18.218 2.661 -12.433
C -17.178 3.342 -13.364
C -17.222 4.851 -13.348
O -15.879 2.828 -13.071
H -19.177 3.150 -12.604
H -18.037 2.779 -11.354
H -18.262 1.594 -12.693
H -17.404 3.037 -14.383
H -16.285 5.254 -13.661
H -17.341 5.293 -12.369
H -17.958 5.258 -14.014
H -15.485 3.329 -12.345
C -12.479 -2.312 -8.955
C -13.443 -3.257 -8.242
C -13.321 -3.399 -6.730
O -14.723 -2.713 -8.446
H -12.682 -2.160 -10.011
H -11.475 -2.682 -8.722
H -12.557 -1.371 -8.470
H -13.404 -4.212 -8.776
H -13.050 -2.446 -6.303
H -12.615 -4.168 -6.447
H -14.314 -3.605 -6.342
H -14.903 -2.354 -9.348
C -12.728 -0.887 -12.793
C -13.864 0.045 -13.283
O -14.793 0.288 -12.300
H -11.812 -0.727 -13.365
H -13.035 -1.944 -12.788
H -12.514 -0.737 -11.752
H -14.306 -0.307 -14.239
H -13.317 1.004 -13.427
H -15.242 1.099 -12.468
C -20.788 -4.210 -10.336
C -21.128 -3.501 -9.012
O -20.088 -2.610 -8.603
H -20.696 -3.587 -11.231
H -21.538 -5.021 -10.548
H -19.860 -4.757 -10.171
H -21.311 -4.232 -8.166
H -22.016 -2.909 -9.123
H -19.227 -3.033 -8.565
C -21.344 2.136 -8.695
C -20.670 0.805 -8.502
O -20.977 0.285 -7.203
H -22.455 2.045 -8.826
H -20.937 2.623 -9.564
H -21.277 2.768 -7.777
H -19.581 0.804 -8.599
H -21.052 0.015 -9.146
H -20.668 -0.611 -7.216
C -18.044 -0.806 -11.124
C -16.747 -1.044 -10.271
O -15.824 -1.877 -10.890
H -18.651 0.009 -10.708
H -18.629 -1.682 -11.243
H -17.680 -0.554 -12.098
H -17.112 -1.420 -9.307
H -16.288 -0.070 -10.064
H -15.321 -1.384 -11.560

Forces on the atoms, in the same order (eV/Å):
C 0.7 1.9 0.5
C 0.4 -2.1 -2.0
C -1.6 0.0 1.0
O -1.0 0.9 -0.2
H -0.3 -0.3 -0.7
H -0.2 0.4 -0.1
H 0.5 -1.0 0.0
H 0.9 -0.6 1.7
H 0.3 0.5 0.1
H 0.2 -0.2 0.4
H 0.2 0.3 -0.2
H -0.6 -0.1 -0.2
C -1.5 0.0 1.4
C 0.8 -0.4 -1.7
C -0.5 -0.9 0.8
O 0.0 0.4 1.9
H 0.0 0.4 0.2
H -0.1 -0.4 -0.3
H 0.0 0.1 -0.6
H 0.3 -0.1 -0.4
H 0.1 0.3 0.1
H -0.2 0.1 -0.1
H 1.1 0.4 -0.3
H -0.1 0.1 -1.1
C 0.4 -0.3 -0.1
C 0.3 0.6 -0.8
C 0.0 1.4 0.0
O -0.1 -0.3 0.0
H -0.3 0.2 -0.3
H 0.1 0.1 0.3
H 0.2 -0.1 -0.1
H -0.8 0.4 0.6
H -0.4 -0.3 -0.6
H 0.0 -0.9 0.5
H 0.7 -0.3 0.3
H -0.2 -0.5 0.3
C 0.8 -1.6 -0.2
C -1.3 0.9 0.9
C 0.1 0.5 -0.2
O 0.6 0.0 -0.4
H -0.2 0.3 0.0
H -0.7 0.4 -0.4
H 0.5 -0.3 0.8
H 0.3 0.0 0.2
H -0.3 -0.4 -0.4
H 0.0 0.1 0.1
H -0.1 0.1 0.3
H 0.4 -0.3 -0.8
C 0.2 0.4 -0.5
C -0.8 -0.4 0.9
C 0.4 0.1 0.5
O 0.5 0.0 0.0
H -0.2 -0.3 -0.2
H 0.4 0.0 -0.4
H -0.2 0.4 0.3
H 0.2 -0.3 -0.1
H 0.9 0.1 -0.6
H -0.4 -0.1 0.5
H -0.6 0.1 -0.2
H -0.2 0.1 -0.1
C 0.8 -1.0 1.3
C 0.0 0.3 -1.3
C 0.1 0.2 -0.7
O -1.7 0.6 0.0
H 0.1 -0.5 -0.1
H 0.2 0.2 -0.7
H -0.1 1.1 0.4
H 0.1 -0.3 0.4
H 0.3 0.3 0.2
H 0.1 -0.1 0.2
H 0.0 -0.4 0.1
H 0.4 -0.3 0.1
C -1.1 -0.7 -0.2
C 2.6 0.8 -0.8
O -0.5 -1.7 1.4
H -0.2 -0.2 -0.1
H 0.2 0.1 -0.5
H 0.2 0.7 0.6
H 0.2 0.2 0.5
H -0.5 -0.4 -0.7
H -0.9 1.2 -0.4
C -0.6 -1.3 0.6
C 0.9 -0.8 0.3
O -0.7 0.7 0.0
H 0.0 0.2 0.4
H 0.4 0.8 0.1
H 0.2 0.2 -0.3
H 0.1 0.4 -1.1
H -0.4 0.4 0.1
H 0.3 -0.4 -0.1
C -1.2 0.2 0.9
C -0.4 -1.2 0.8
O -0.3 1.1 0.3
H 0.9 -0.3 -0.1
H 0.1 0.5 -0.2
H 0.5 -0.4 -0.7
H 0.1 0.5 -0.3
H 0.1 0.4 -0.9
H 0.2 -0.9 0.1
C 1.6 0.5 0.8
C -2.3 1.6 0.2
O 0.7 -1.4 0.1
H 0.2 -0.3 -0.1
H -0.6 -1.0 0.2
H 0.0 0.5 -0.9
H 0.7 -0.4 -0.2
H 0.0 0.0 0.0
H -0.4 0.5 0.3


(2)
Below is a cluster of 12 separate species, C26H72O12 in total, with properties calculated with ωB97M-V/def2-TZVPD.

Element x y z (Å)
C 16.897 7.561 12.961
C 16.072 8.422 12.009
C 15.296 7.698 10.938
O 16.096 9.622 12.094
H 16.252 7.088 13.708
H 17.604 8.121 13.546
H 17.407 6.719 12.407
H 14.280 8.117 10.932
H 15.269 6.695 11.218
H 15.820 7.938 10.036
C 13.656 11.552 12.611
C 12.478 12.239 13.245
C 12.716 13.683 13.631
O 11.487 11.645 13.667
H 13.569 10.493 12.617
H 14.541 11.763 13.215
H 13.795 11.895 11.559
H 12.939 14.332 12.814
H 13.587 13.688 14.334
H 11.898 14.143 14.204
C 10.119 17.430 13.425
C 11.320 18.230 13.003
O 12.420 18.014 13.901
H 9.321 17.495 12.702
H 9.746 17.820 14.358
H 10.452 16.350 13.560
H 11.110 19.297 12.999
H 11.626 17.954 11.982
H 13.289 17.846 13.416
C 16.594 13.487 10.677
C 16.719 12.356 9.670
O 15.700 11.313 9.919
H 17.480 14.151 10.473
H 16.662 13.082 11.720
H 15.673 14.069 10.535
H 17.724 11.943 9.620
H 16.577 12.694 8.674
H 15.944 10.644 10.634
C 7.939 10.375 13.658
C 7.813 11.377 14.781
O 6.867 10.929 15.760
H 7.072 10.437 13.053
H 8.058 9.342 14.028
H 8.846 10.614 13.093
H 7.622 12.423 14.485
H 8.748 11.411 15.361
H 6.002 10.858 15.339
C 9.206 12.871 10.663
C 9.198 13.753 11.945
O 7.971 14.447 12.119
H 10.236 12.626 10.484
H 8.939 13.496 9.814
H 8.597 11.962 10.747
H 9.937 14.558 11.834
H 9.314 13.137 12.800
H 7.895 14.737 13.027
C 12.558 15.980 10.531
C 12.648 14.865 9.525
O 12.684 13.607 10.174
H 13.516 16.024 11.022
H 11.801 15.751 11.291
H 12.410 16.904 10.026
H 13.547 14.958 8.922
H 11.808 14.868 8.904
H 12.501 12.947 9.499
C 10.528 8.378 11.554
C 10.120 9.058 10.285
O 9.825 8.073 9.291
H 11.402 7.756 11.395
H 9.654 7.835 11.951
H 10.820 9.157 12.266
H 10.987 9.575 9.829
H 9.293 9.735 10.371
H 9.230 7.379 9.603
C 10.283 14.396 16.401
C 10.996 13.334 17.251
O 10.748 13.542 18.628
H 9.334 14.683 16.851
H 10.094 13.865 15.433
H 10.928 15.265 16.288
H 12.050 13.364 17.111
H 10.614 12.341 16.908
H 9.843 13.775 18.826
C 12.007 8.558 15.012
C 12.943 8.678 16.203
O 13.912 7.698 16.207
H 12.587 8.611 14.095
H 11.316 9.372 15.029
H 11.440 7.632 15.092
H 12.345 8.557 17.087
H 13.398 9.685 16.177
H 14.169 7.482 17.108
C 13.743 10.686 6.686
C 12.862 10.234 7.801
O 12.973 10.984 8.974
H 13.488 11.754 6.579
H 13.515 10.152 5.780
H 14.803 10.569 6.947
H 13.024 9.145 7.905
H 11.826 10.444 7.464
H 13.924 10.957 9.171
C 15.023 15.920 16.277
C 15.596 15.813 14.920
O 15.729 17.128 14.323
H 15.646 16.535 16.892
H 14.841 14.955 16.762
H 14.035 16.407 16.165
H 14.920 15.264 14.251
H 16.510 15.248 14.937
H 15.616 17.806 15.015

Forces on the atoms, in the same order (eV/Å):
C -0.1 -1.0 -0.5
C 0.7 -1.0 0.6
C -0.4 2.0 1.2
O 0.1 0.8 0.0
H -0.3 -0.1 -0.2
H 0.4 0.5 -0.1
H -0.5 0.9 0.5
H 0.3 -0.1 -0.3
H -0.1 -1.9 -0.2
H 0.1 -0.3 -0.9
C 0.0 0.7 -0.7
C -0.6 -0.4 1.5
C 0.0 0.1 1.4
O 0.8 0.5 -0.9
H -0.5 -0.9 -0.1
H 0.1 0.3 -0.3
H 0.1 -0.1 0.8
H 0.4 0.2 -0.8
H -0.5 -0.1 -0.7
H 0.0 -0.5 -0.4
C 0.9 -1.3 0.3
C 1.0 0.0 -0.7
O 1.5 -0.5 -0.6
H -0.2 -0.1 -0.4
H -0.2 -0.1 0.5
H -0.6 1.2 -0.1
H -0.2 0.2 0.0
H -0.2 0.1 0.3
H -1.9 0.4 0.8
C 1.1 0.1 0.0
C -1.1 -1.3 1.2
O 1.0 -0.2 0.1
H -0.8 -0.3 0.5
H -0.1 0.5 -0.9
H 0.2 -0.3 0.2
H 0.1 -0.3 0.6
H -0.6 0.4 -0.9
H -0.1 1.4 -0.8
C 1.1 0.1 0.4
C 0.6 -0.4 1.4
O -0.3 0.3 -0.2
H -0.8 -0.1 -0.9
H -0.1 0.5 0.1
H -0.2 0.0 -0.3
H -0.2 -0.4 -0.3
H -0.1 0.0 -0.3
H 0.1 0.0 0.1
C -0.2 1.1 1.0
C -0.4 0.4 -1.4
O -1.0 -0.1 -0.6
H 0.6 -0.5 0.0
H -0.5 -0.1 -0.1
H 0.1 0.4 -0.1
H 0.5 -0.6 0.2
H 0.9 -0.6 0.9
H 0.1 0.0 0.2
C 0.4 -1.2 0.4
C 0.8 -0.4 0.7
O 0.0 0.1 0.5
H 0.4 0.2 0.5
H 0.0 0.3 -0.3
H -0.4 0.9 -0.3
H 0.2 0.3 -0.3
H -1.4 0.3 -1.3
H 0.2 -0.6 0.0
C -0.4 0.9 0.7
C 1.2 -1.0 -1.3
O -0.2 -0.3 -0.7
H -0.1 -0.4 -0.1
H 0.5 -0.1 0.1
H -0.1 -0.2 0.2
H -0.5 0.1 0.5
H -0.5 0.5 0.4
H 0.1 0.4 0.3
C 0.6 -1.2 -0.7
C -2.3 -0.1 -0.1
O 1.0 -0.2 0.6
H -0.1 0.0 0.0
H 0.0 1.0 0.4
H -0.2 0.2 -0.2
H 0.9 0.0 -0.1
H 0.4 0.4 0.5
H -0.3 0.0 -0.4
C 0.7 -0.5 0.4
C -1.0 1.3 -0.3
O 1.3 -1.4 -0.3
H -0.1 -0.2 -0.2
H -0.4 0.6 -0.1
H 0.1 -0.2 -0.3
H -0.4 0.4 0.7
H -0.1 -0.2 0.2
H 0.0 0.1 -0.2
C 0.5 1.4 0.5
C -1.8 -0.7 -1.1
O 0.9 -0.2 0.3
H 0.6 -0.2 -0.4
H 0.0 -0.2 -0.4
H -0.2 0.1 -0.2
H -0.4 0.3 0.6
H 0.3 -0.7 0.2
H 0.2 0.5 0.7
C -1.8 -0.1 0.2
C -0.7 0.3 -1.2
O 0.2 -0.2 0.4
H 0.4 0.3 0.6
H 0.2 0.1 -0.1
H 0.4 -0.1 0.3
H 0.1 0.1 0.2
H 0.9 0.2 -0.2
H 0.1 -0.6 -0.4


| no. | total energy (Eh) | HOMO-LUMO gap (eV) | E_LUMO (hartree) |
| --- | --- | --- | --- |
| 1 | -1786.124927 | 10.20 | 0.0235 |
| 2 | -1936.553427 | 9.97 | 0.0196 |